[1]
C5H2O5 | ωB97M-V/def2-TZVPD

## Properties
- Orbital gap: 0.3053 Ha
- Molar mass: 142.07 g/mol
- Energy above the lowest of the compared OMol25 structures with the same formula, charge and spin: 44.6 kcal per mole
- E_HOMO: -0.3265 Eh
- Structure (SMILES): O=C=C(O)C(=O)C(O)=C=O

Cartesian coordinates (Å):
C  -0.176  -0.724  1.034
C  -1.415  -0.498  1.576
C  -1.030  1.534  -1.092
C  0.450  -0.167  -0.189
C  0.111  0.904  -1.179
O  0.590  -1.705  1.618
O  -2.519  -0.450  1.921
O  -2.165  1.727  -0.798
O  1.560  -0.630  -0.405
O  1.084  0.977  -2.130
H  1.548  -1.659  1.546
H  1.963  0.691  -1.903

---

[2]
C3H6NO3 | ωB97M-V/def2-TZVPD

## Properties
- Orbital gap: 0.2943 Ha
- Net charge: +1
- Molar mass: 104.08 g/mol
- Energy above the lowest of the compared OMol25 structures with the same formula, charge and spin: 96.2 kcal per mole
- E_HOMO: -0.4781 Eh

Cartesian coordinates (Å):
C  0.822  0.811  -0.165
C  1.818  -1.303  -0.304
C  -0.340  0.164  0.012
N  -1.531  1.028  -0.056
O  0.986  2.013  -0.316
O  2.041  -0.208  0.228
O  -0.598  -1.167  0.422
H  2.311  -2.190  0.175
H  1.066  -1.630  -1.136
H  -1.531  1.520  -0.970
H  -1.730  1.731  0.786
H  -2.359  0.336  0.046
H  -0.956  -1.104  1.277

---

[3]
C44H41AlBrNO3P2 | ωB97M-V/def2-TZVPD

## Properties
- Orbital gap: 0.3229 Ha
- Net charge: +2
- Molar mass: 800.65 g/mol
- E_HOMO: -0.4928 Eh

Cartesian coordinates (Å):
Al  0.453  -0.878  -0.800
C  3.645  4.399  -1.071
C  2.705  4.259  0.147
C  2.811  5.514  1.021
C  1.280  4.077  -0.370
C  0.502  5.140  -0.825
C  -0.767  4.954  -1.356
C  -1.306  3.679  -1.442
C  -0.558  2.600  -0.989
P  -1.187  0.905  -0.965
C  -2.286  0.777  -2.398
C  -3.657  1.034  -2.317
C  -4.435  1.006  -3.468
C  -3.856  0.714  -4.698
C  -2.490  0.465  -4.785
C  -1.703  0.500  -3.639
C  -2.195  0.771  0.533
C  -1.917  1.582  1.632
C  -2.642  1.428  2.806
C  -3.634  0.461  2.893
C  -3.906  -0.359  1.804
C  -3.186  -0.206  0.632
C  0.717  2.819  -0.480
O  1.364  1.681  -0.060
C  2.461  1.807  0.760
C  2.849  0.637  1.404
C  3.947  0.655  2.252
C  4.626  1.846  2.447
C  4.213  2.998  1.792
C  3.118  3.013  0.931
P  1.927  -0.890  1.115
C  0.980  -1.225  2.611
C  0.788  -0.222  3.563
C  0.000  -0.475  4.676
C  -0.607  -1.714  4.836
C  -0.433  -2.707  3.881
C  0.357  -2.465  2.768
C  3.203  -2.145  0.870
C  3.338  -3.275  1.670
C  4.319  -4.211  1.374
C  5.157  -4.023  0.285
C  5.037  -2.882  -0.504
C  4.062  -1.944  -0.214
H  3.366  5.273  -1.666
H  3.591  3.515  -1.711
H  4.678  4.521  -0.740
H  2.542  6.405  0.455
H  3.834  5.664  1.362
H  2.159  5.445  1.894
H  0.898  6.148  -0.772
H  -1.336  5.809  -1.705
H  -2.297  3.525  -1.854
H  -4.113  1.279  -1.364
H  -5.493  1.232  -3.405
H  -4.470  0.694  -5.591
H  -2.030  0.265  -5.746
H  -0.634  0.336  -3.719
H  -1.142  2.340  1.574
H  -2.441  2.077  3.650
H  -4.200  0.347  3.811
H  -4.686  -1.108  1.871
H  -3.401  -0.839  -0.222
H  4.264  -0.256  2.748
H  5.484  1.880  3.107
H  4.772  3.912  1.951
H  1.263  0.746  3.445
H  -0.127  0.295  5.428
H  -1.219  -1.905  5.709
H  -0.911  -3.673  3.998
H  0.482  -3.242  2.022
H  2.699  -3.418  2.534
H  4.433  -5.087  2.001
H  5.914  -4.762  0.051
H  5.703  -2.727  -1.344
H  3.984  -1.046  -0.814
Br  1.503  -1.398  -2.745
O  -1.946  -3.404  0.780
C  -1.555  -3.133  -0.321
O  -0.777  -2.128  -0.664
C  -1.855  -4.047  -1.519
N  -1.964  -3.213  -2.783
C  -3.416  -3.226  -3.234
C  -4.177  -3.788  -2.038
C  -3.186  -4.774  -1.411
H  -1.003  -4.715  -1.610
H  -1.355  -3.566  -3.516
H  -1.636  -2.267  -2.583
H  -3.490  -3.893  -4.088
H  -3.705  -2.226  -3.535
H  -5.102  -4.263  -2.354
H  -4.430  -3.001  -1.324
H  -3.163  -5.713  -1.965
H  -3.402  -4.990  -0.370

---

[4]
C8H36BO8 | ωB97M-V/def2-TZVPD

## Properties
- Orbital gap: 0.3377 Ha
- Net charge: -1
- Molar mass: 271.18 g/mol
- Energy above the lowest of the compared OMol25 structures with the same formula, charge and spin: 73.8 kcal per mole
- E_HOMO: -0.2303 Eh

Cartesian coordinates (Å):
B  -0.406  0.213  0.724
H  -1.307  -0.381  0.726
H  -0.690  1.154  0.279
H  -0.079  0.345  1.744
H  0.407  -0.281  0.216
C  3.120  0.356  -2.194
O  4.266  0.869  -1.598
H  2.731  0.991  -2.989
H  3.389  -0.668  -2.455
H  2.389  0.259  -1.391
H  4.298  1.825  -1.680
C  -3.114  -1.008  -1.439
O  -1.760  -0.822  -1.684
H  -3.476  -1.842  -2.040
H  -3.321  -1.318  -0.415
H  -3.756  -0.154  -1.655
H  -1.214  -0.955  -0.906
C  3.588  -0.511  1.402
O  2.394  -0.970  2.029
H  3.631  0.533  1.091
H  4.527  -0.876  1.818
H  3.547  -1.101  0.487
H  1.609  -0.572  1.646
C  -1.493  2.564  -1.995
O  -0.181  2.041  -1.879
H  -1.601  3.637  -2.154
H  -2.004  2.133  -2.856
H  -2.153  2.502  -1.129
H  -0.248  1.295  -1.279
C  2.106  3.381  0.545
O  0.879  2.895  1.106
H  2.144  3.279  -0.540
H  2.197  4.466  0.573
H  2.994  2.871  0.918
H  0.636  2.185  0.508
C  -1.720  -3.508  2.106
O  -2.351  -2.299  1.717
H  -1.355  -4.133  1.291
H  -1.007  -3.138  2.843
H  -2.491  -4.048  2.656
H  -1.646  -1.698  1.465
C  -2.795  1.889  2.457
O  -1.473  2.264  2.220
H  -3.410  1.533  1.630
H  -2.803  1.316  3.384
H  -3.338  2.798  2.717
H  -1.156  1.503  1.728
C  0.131  -3.283  -1.337
O  0.877  -4.304  -2.025
H  0.596  -3.202  -0.355
H  0.250  -2.358  -1.901
H  -0.928  -3.507  -1.208
H  0.570  -4.158  -2.922